Record 1
Entry from the Open Molecules 2025 dataset: a 40-piece molecular cluster, H80O40 overall in a non-equilibrium geometry (the ωB97M-V functional and the def2-TZVPD basis).

Calculated values
- Kohn-Sham gap (hartree) = 0.338
- energy above the lowest of the compared OMol25 structures with the same formula, charge and spin (eV) = 13.5475
- multiplicity = 1
- max |F| (eV/Å) = 10.69
- energy (hartree) = -3057.25948
- E_LUMO (eV) = -0.70

The geometry in XYZ format:
```
120
H80O40, DFT the ωB97M-V functional and the def2-TZVPD basis
H -0.54578 -4.20800 4.43741
H -0.93698 -5.21034 3.42702
O -0.34303 -5.04291 4.06115
H 4.19962 -1.23870 -1.56094
H 5.66691 -1.58856 -1.86699
O 4.82384 -1.26690 -2.34878
H -0.49720 -1.64774 1.62450
H 0.45725 -0.74927 2.09846
O -0.14463 -1.46957 2.50004
H -0.96888 2.53581 -2.16824
H 0.13919 3.24252 -1.48066
O -0.00328 2.52684 -2.08399
H -1.33120 -0.42799 4.20048
H -0.03792 -0.71385 4.73218
O -0.74367 -0.10154 4.97448
H 1.00901 -4.75255 2.39822
O 1.29352 -3.85988 2.44617
H -1.76640 1.19822 3.61824
O -1.31519 1.39878 2.76718
H 4.01054 1.65984 3.33582
H 4.02484 1.78336 1.73500
O 4.40363 1.39620 2.53828
H -0.80308 -0.75795 -3.91366
H -1.76190 -1.58476 -4.33175
O -1.27927 -1.48834 -3.53490
H 0.94808 1.57618 4.08050
H 0.42298 1.59653 2.75958
O 1.17166 2.06781 3.27431
H -1.47276 0.62568 -5.99664
H -3.01633 1.06667 -5.68248
O -2.11389 1.13620 -5.47219
H -3.50093 -0.92923 -1.87380
O -4.09971 -1.00904 -2.66345
H -0.07559 6.28833 2.42653
H 0.05191 5.43943 1.11214
O -0.22019 5.37580 2.02521
H -0.13227 2.79152 6.02675
H -0.71980 1.23333 6.08300
O -0.81670 2.16455 5.83059
H 0.89956 -4.34114 -3.46799
H 1.96026 -5.03950 -2.79412
O 1.57340 -4.95126 -3.66353
H 0.40416 -1.07078 -5.71798
H 1.64792 -0.03722 -5.73047
O 0.63536 -0.08104 -5.51983
H -3.43413 -0.24593 1.36696
H -3.27834 0.06360 -0.12702
O -2.87321 -0.49624 0.53536
H 0.76461 -0.28629 0.21335
H -0.34871 -0.91348 -0.75327
O 0.23108 -1.06702 0.00998
H -0.27935 3.45420 -3.88866
O -0.74845 4.31371 -4.23570
H 3.75322 -3.23228 0.44845
H 2.70390 -3.63896 -0.52401
O 3.71788 -3.25953 -0.50074
H -4.13166 -2.11721 2.82707
O -4.43067 -1.88164 1.90983
H -2.64388 0.84540 -2.52000
H -1.76376 -0.29551 -2.04156
O -2.00202 0.58407 -1.73944
H -1.88659 2.50444 0.38994
H -2.84770 3.18440 1.34188
O -1.90462 3.25633 0.98054
H 1.48098 4.83543 1.68370
H 2.24962 3.77749 2.62130
O 2.19245 4.47590 1.96119
H 1.38157 5.28616 4.06096
H 0.88996 3.95306 4.70172
O 1.09394 4.83635 4.84844
H -4.60593 -3.04350 -0.95950
H -3.26652 -3.25285 -0.47534
O -3.84939 -3.65962 -1.14561
H -3.88679 2.05474 -0.63766
H -4.52259 3.49164 -0.97420
O -4.14655 2.96443 -0.31876
H 2.70706 -3.39864 3.20206
H 3.71016 -2.52418 3.92459
O 3.40223 -2.71255 3.09379
H -1.20228 6.03104 -1.57655
H -0.85959 5.54315 -2.87810
O -1.23103 6.38852 -2.48736
H -0.62928 -3.16819 -1.90959
H -0.88849 -2.83570 -0.56590
O -0.13231 -3.20537 -1.02018
H 3.35266 -5.42600 0.41920
H 1.90207 -5.47383 0.03014
O 2.44674 -5.05962 0.61675
H 3.94818 3.43348 0.48004
O 3.39051 2.58219 0.44304
H 2.86990 -1.15275 -0.00265
H 2.29195 -1.19728 -1.38439
O 2.70765 -0.52411 -0.80707
H -0.99015 4.23565 -5.13229
H 0.91489 -2.98955 2.21307
H -5.19260 -2.43608 1.63947
H -1.64634 2.35500 2.52062
H -3.35974 -1.63498 -3.10913
H 2.55852 2.69472 0.86951
O 2.68890 -0.44060 1.67918
H 3.32953 -1.02468 2.08541
H 3.08876 0.21694 1.07287
O 1.21223 0.25334 -3.06887
H 1.05448 0.92192 -3.73115
H 1.02572 0.76647 -2.29010
O -0.35804 -5.77983 -0.60202
H 0.06096 -4.96962 -1.05652
H -0.72128 -6.24685 -1.38285
O 3.38423 3.22091 -2.90824
H 3.26366 4.11967 -2.51368
H 3.22402 2.67138 -2.13319
O 2.58971 -2.39188 -3.82140
H 3.55918 -1.99319 -3.76530
H 1.98648 -1.66223 -3.59516
O -5.45525 0.96814 -3.11027
H -5.93438 1.81289 -3.05991
H -5.92899 0.23708 -3.50928
O -3.95353 -0.25830 4.70890
H -4.68425 0.35259 4.90320
H -3.17025 0.27464 5.02986
```


Record 2
Entry from the Open Molecules 2025 dataset: a 40-piece molecular cluster, H80O40 overall in a non-equilibrium geometry (the ωB97M-V functional and the def2-TZVPD basis).

Calculated values
- Kohn-Sham gap (hartree) = 0.349
- energy above the lowest of the compared OMol25 structures with the same formula, charge and spin (eV) = 9.6539
- multiplicity = 1
- max |F| (eV/Å) = 4.65
- energy (hartree) = -3057.40257
- E_LUMO (eV) = -0.62

The geometry in XYZ format:
```
120
H80O40, DFT the ωB97M-V functional and the def2-TZVPD basis
H 2.04899 3.20041 -2.32874
H 3.11591 2.15041 -2.59502
O 2.64617 2.60902 -1.88611
H 0.43644 0.47336 5.17013
H 1.39400 1.42032 4.49428
O 1.04121 1.28289 5.38208
H 2.80239 3.97921 -0.70597
H 3.79624 5.01098 -0.17984
O 3.18251 4.40715 0.18359
H -2.56181 -5.19386 2.38503
H -1.72239 -6.55038 2.37770
O -2.48730 -6.08339 2.77621
H -4.89418 -1.59987 -3.82827
H -4.90171 -2.05383 -2.29953
O -5.14711 -2.25613 -3.18323
H 1.21690 6.48565 -2.89881
O 1.87560 6.02281 -2.35623
H 1.62381 3.01268 1.53662
O 0.90655 3.54121 1.03479
H 1.37895 -4.72190 -2.23079
H 1.81560 -5.87976 -1.62570
O 1.01431 -5.38181 -1.66798
H 1.34262 6.48122 1.92642
H 0.51454 6.73198 0.62752
O 0.50319 6.47026 1.52208
H -5.00824 -2.13631 1.65928
H -6.35761 -1.89823 1.59923
O -5.79524 -2.55455 1.98601
H 4.50604 -0.21351 0.49479
H 5.75370 -0.47443 -0.15763
O 5.21792 -0.82085 0.51631
H -0.55267 4.38033 -1.97996
O -0.79095 4.96022 -2.71057
H 3.53926 1.54537 -5.33293
H 3.41250 3.09234 -5.16821
O 3.46613 2.26577 -4.68334
H 2.91851 2.34400 1.24795
H 3.64088 2.04009 2.65457
O 2.85924 2.22690 2.17503
H 3.07162 -3.42944 1.72160
H 1.57826 -4.00974 1.24004
O 2.25789 -3.94299 1.99284
H -2.30884 2.18678 4.05239
H -1.40357 1.12066 3.39430
O -2.29562 1.24401 3.84067
H -2.40936 -1.83693 4.68262
H -0.86291 -1.71327 5.07684
O -1.60880 -1.25643 4.70469
H -1.57064 3.06206 -0.77239
H -0.36872 3.56502 -0.07398
O -1.12607 3.87873 -0.53422
H 5.22517 -1.64870 -3.29474
O 5.85424 -0.86847 -3.48313
H 4.73652 0.18105 4.43567
H 5.51323 -0.17271 3.27875
O 4.78329 0.40580 3.50689
H 1.52533 -2.07699 4.66092
O 1.81232 -1.68266 5.49426
H -0.98056 5.75541 2.54631
H -0.27386 4.37741 2.27957
O -1.05736 4.80733 2.65469
H 0.69748 -3.78608 4.67350
H 0.77227 -3.29125 3.28432
O 0.26912 -3.13716 4.09145
H 0.11743 -0.11276 -2.79337
H -0.51153 -1.52540 -3.07227
O -0.58630 -0.69887 -2.55740
H 2.76097 -0.89452 -3.90378
H 2.33683 -1.37791 -5.28953
O 2.48948 -0.61767 -4.77222
H 2.20282 -3.36745 -3.15041
H 1.91954 -3.45044 -4.68718
O 2.59858 -3.32441 -4.03345
H 0.81028 -0.39691 2.94785
H 2.26947 0.10961 2.58575
O 1.70044 -0.21737 3.26785
H -5.53325 0.40969 -0.95770
H -5.17948 1.03245 -2.22922
O -4.80912 0.35976 -1.61106
H -3.08026 -0.50165 -4.63249
H -3.83721 -0.03221 -3.35608
O -3.94788 -0.31178 -4.31864
H -0.26756 -6.36303 0.63823
H 0.10545 -5.14500 -0.20845
O -0.43938 -5.42013 0.54491
H 1.78335 -1.93300 -1.16561
H 0.60633 -2.76047 -0.82278
O 1.52310 -2.90094 -0.94980
H -3.54519 0.42252 0.90487
O -3.95808 1.20316 1.48467
H -6.42056 1.89371 0.72719
H -5.82324 0.49899 1.40796
O -6.44652 0.82501 0.78429
H 5.40811 -0.39002 -4.23992
H 1.43743 5.90434 -1.56299
H 2.22504 -0.80522 5.22668
H 1.41553 4.36251 0.86365
H -1.62844 5.42293 -3.00183
H -3.26660 1.25049 2.21630
O -0.92920 -4.19166 -3.41283
H -0.54290 -4.20027 -2.51673
H -1.48595 -3.46421 -3.22470
O 2.23898 -0.24931 -1.67879
H 1.62330 0.10955 -1.02679
H 2.99219 0.26223 -1.90940
O -2.39905 2.87972 -2.89343
H -2.58016 2.25491 -2.10472
H -3.07655 2.53645 -3.45859
O -2.58138 -1.07658 1.72328
H -2.57698 -0.89266 2.68387
H -3.10398 -1.83436 1.70110
O -0.05143 -0.83561 0.75023
H -0.56291 -1.53616 1.23713
H -0.75881 -0.22748 0.68455
O 0.17254 0.74448 -4.66438
H 0.88759 1.24112 -5.02901
H -0.54482 1.36261 -4.90769
O -3.58156 -3.43632 3.02508
H -4.24308 -3.02352 3.62861
H -2.90679 -3.61820 3.72455
```


Record 3
Entry from the Open Molecules 2025 dataset: a 40-piece molecular cluster, H80O40 overall in a non-equilibrium geometry (the ωB97M-V functional and the def2-TZVPD basis).

Calculated values
- Kohn-Sham gap (alpha / beta) (hartree) = 0.342 / 0.112
- energy above the lowest of the compared OMol25 structures with the same formula, charge and spin (eV) = 3.9391
- multiplicity = 2
- max |F| (eV/Å) = 3.53
- charge = +1
- energy (hartree) = -3057.15752
- E_LUMO (alpha / beta) (eV) = -3.27 / -9.55

The geometry in XYZ format:
```
120
H80O40, DFT the ωB97M-V functional and the def2-TZVPD basis
H 1.04567 -3.13549 4.81754
H -0.15703 -3.89271 5.29789
O 0.40845 -3.15330 5.54288
H 2.67858 0.56805 -0.80716
H 2.31797 1.80152 -0.46510
O 1.81465 0.96113 -0.52863
H -4.46343 1.53081 -1.17309
H -2.96399 1.46080 -1.63214
O -3.57228 1.15137 -0.95117
H 0.99166 -0.94322 6.28091
H 1.26783 0.49762 6.76591
O 1.16546 -0.03592 5.96646
H 1.17186 2.98459 -4.05024
H 0.09364 3.71181 -2.89521
O 0.91421 3.25024 -3.17232
H 1.02246 -4.47550 -3.87246
O 0.39123 -5.05052 -3.42726
H 0.02534 -2.41961 1.90966
O 0.49220 -2.89487 2.61444
H -2.37625 -1.18249 0.23786
H -0.89669 -0.70006 0.41686
O -1.73541 -0.75535 0.87159
H -4.64764 2.77818 1.74011
H -3.36201 3.22463 1.01213
O -4.31906 3.34941 1.03988
H -3.81392 -0.49104 -1.22178
H -3.84618 -1.99159 -1.48521
O -3.25582 -1.31522 -1.12545
H -0.95206 4.71818 -1.27818
H -2.09795 3.51845 -1.40789
O -1.25675 3.82668 -1.75380
H -5.68690 1.42965 0.62233
O -5.94311 1.76159 -0.24884
H 2.76929 -1.70964 -3.77203
H 1.89261 -2.09346 -4.77814
O 1.78697 -1.72572 -3.83989
H 3.04862 1.69077 5.33405
H 2.90631 0.45580 4.56358
O 3.56646 1.14552 4.72678
H -2.65972 3.96045 3.68631
H -2.00187 4.54356 2.37735
O -2.03177 4.59810 3.34013
H 2.49958 5.47448 0.78903
H 1.53019 4.61160 1.63517
O 1.59043 5.43514 1.10239
H 0.25253 5.45930 0.11970
H -1.08302 5.50760 0.66713
O -0.68391 5.60821 -0.20548
H 3.45906 -3.35211 1.84652
H 3.88544 -3.30498 0.36431
O 4.18594 -3.57190 1.24959
H 5.16338 0.10502 0.09244
O 4.70580 0.63666 -0.56788
H 3.05238 -1.08289 3.06164
H 2.29551 -2.42942 3.01413
O 3.10152 -1.99966 3.34364
H 0.20588 3.80270 5.46401
O 0.85812 3.12332 5.67409
H 2.28429 -2.46224 -1.43186
H 1.86438 -1.35012 -0.62579
O 2.59162 -1.98776 -0.64102
H -0.99954 -1.12738 -2.76364
H -2.43260 -1.56914 -3.19419
O -1.48735 -1.76350 -3.30715
H 0.98354 0.10305 1.33542
H -0.08791 0.90509 0.93484
O 0.36167 0.71222 1.77086
H -3.27177 0.93741 -3.89756
H -3.39591 2.46015 -3.66846
O -2.77945 1.77699 -3.95457
H 2.65767 3.92670 -2.99697
H 4.14643 4.07567 -3.48082
O 3.55065 3.53748 -2.94768
H 1.42311 3.44218 3.62589
H 1.31747 2.45048 2.42022
O 0.95361 3.26404 2.79792
H -2.95744 -4.85308 2.27306
H -2.50745 -4.05159 3.50245
O -3.23289 -4.15616 2.88232
H 6.09701 -2.53008 1.96131
H 5.37363 -1.72038 0.90588
O 5.96994 -1.63020 1.64902
H -5.01400 -0.28836 1.88634
H -3.82750 0.48099 1.32446
O -4.60062 0.58494 1.90391
H -0.72122 -4.32434 -2.19099
H -1.96626 -3.13242 -1.83688
O -1.34122 -3.82320 -1.65609
H -1.04589 3.14558 -0.00584
O -1.37996 3.35918 0.88720
H -1.47639 -0.37306 3.00882
H -2.73288 -1.02312 2.97343
O -2.05515 -0.83492 3.63524
H 5.26515 1.23327 -1.06791
H 0.79664 -5.92636 -3.45773
H 0.41907 2.27381 5.53372
H -0.27154 -3.07178 3.18247
H -6.31416 2.64190 -0.29077
H -0.95067 2.92976 1.64047
O -1.67764 -5.96505 0.34677
H -1.44858 -5.03186 0.18021
H -1.31134 -6.50665 -0.35580
O -0.29170 0.60633 -2.65771
H -0.84715 1.40846 -2.68237
H 0.39674 0.73071 -1.98186
O 2.52671 -5.85463 -0.81980
H 1.82366 -5.55890 -1.39988
H 2.26600 -5.60131 0.07315
O -3.86995 -0.78828 -4.01537
H -4.54935 -1.45071 -4.20725
H -3.45379 -0.70257 -4.88827
O 0.52206 -2.43252 -5.84769
H 0.06630 -1.58032 -5.83950
H -0.07575 -2.93651 -5.27269
O 4.07463 0.75863 -3.62601
H 4.37428 0.21456 -2.88277
H 3.36110 1.41643 -3.55208
O 1.58730 0.92056 -4.34548
H 1.78425 -0.00856 -4.01631
H 0.78561 1.14421 -3.75776
```


Record 4
Entry from the Open Molecules 2025 dataset: a 5-piece molecular cluster, H8IO4 overall (the ωB97M-V functional and the def2-TZVPD basis).

Calculated values
- Kohn-Sham gap (hartree) = 0.261
- energy above the lowest of the compared OMol25 structures with the same formula, charge and spin (eV) = 0.9491
- multiplicity = 1
- max |F| (eV/Å) = 0.56
- charge = -1
- energy (hartree) = -603.54563
- E_LUMO (eV) = 3.16

The geometry in XYZ format:
```
13
H8IO4, DFT the ωB97M-V functional and the def2-TZVPD basis
I -0.54523 -0.63185 -0.53956
O 0.07219 -3.64124 3.68205
H 0.06762 -2.94811 3.02190
H 0.74507 -4.25289 3.38315
O -5.15150 -1.15058 -1.41799
H -5.40874 -1.92410 -1.91971
H -4.25717 -1.33656 -1.13195
O 3.81826 2.15571 0.41831
H 4.68015 2.03851 0.01872
H 3.29315 1.43414 0.07215
O 0.98583 3.66887 -2.14862
H 0.52854 2.83140 -2.22467
H 1.17182 3.75669 -1.21378
```


Record 5
Entry from the Open Molecules 2025 dataset: a 5-piece molecular cluster, H8IO4 overall in a non-equilibrium geometry (the ωB97M-V functional and the def2-TZVPD basis).

Calculated values
- Kohn-Sham gap (hartree) = 0.296
- energy above the lowest of the compared OMol25 structures with the same formula, charge and spin (eV) = 0.6256
- multiplicity = 1
- max |F| (eV/Å) = 3.13
- charge = -1
- energy (hartree) = -603.55752
- E_LUMO (eV) = 3.46

The geometry in XYZ format:
```
13
H8IO4, DFT the ωB97M-V functional and the def2-TZVPD basis
I 1.35223 1.28323 -0.93215
O -2.41677 0.64423 -0.70415
H -1.50377 0.79623 -0.96215
H -2.81077 -0.05377 -1.22915
O 1.81623 1.32123 2.52985
H 1.59923 1.38823 1.62885
H 1.73823 2.18323 2.92685
O 0.33523 -1.32077 1.54885
H 0.72623 -0.70077 0.97685
H -0.26477 -1.86477 1.11085
O -0.36977 -1.42777 -2.53315
H -0.06577 -1.70977 -1.68815
H -0.13577 -0.53877 -2.67315
```


Record 6
Entry from the Open Molecules 2025 dataset: H8LiO4 as an isolated structure in a non-equilibrium geometry (the ωB97M-V functional and the def2-TZVPD basis).

Calculated values
- Kohn-Sham gap (hartree) = 0.468
- energy above the lowest of the compared OMol25 structures with the same formula, charge and spin (eV) = 1.3369
- multiplicity = 1
- max |F| (eV/Å) = 7.99
- charge = +1
- energy (hartree) = -313.12251
- E_LUMO (eV) = -3.44

The geometry in XYZ format:
```
13
H8LiO4, DFT the ωB97M-V functional and the def2-TZVPD basis
Li 0.04462 0.13569 -0.03154
O 0.25862 -1.06231 -1.63854
H 0.08862 -0.96831 -2.54154
H 0.82862 -1.76131 -1.50054
O -0.79038 -0.82831 1.44846
H -1.84138 -0.87331 1.41646
H -0.38638 -0.96831 2.27146
O -1.60238 1.49469 -0.44054
H -1.25538 2.27269 -0.19454
H -2.17838 1.43469 -1.33854
O 1.82462 0.42169 0.73146
H 2.59862 1.02869 1.02346
H 2.41062 -0.32631 0.79446
```